# 1
{
  "formula": "C7H28N14O7",
  "method": "ωB97M-V/def2-TZVPD",
  "lumo_ev": -0.620,
  "de_lowest_kj_mol": 170.3,
  "smiles": "NC(N)=O.NC(N)=O.NC(N)=O.NC(N)=O.NC(N)=O.NC(N)=O.NC(N)=O",
  "charge": 0,
  "orbital_gap_ev": 7.82,
  "species": ["C", "O", "N", "N", "H", "H", "H", "H", "C", "O", "N", "N", "H", "H", "H", "H", "C", "O", "N", "N", "H", "H", "H", "H", "C", "O", "N", "N", "H", "H", "H", "H", "C", "O", "N", "N", "H", "H", "H", "H", "C", "O", "N", "N", "H", "H", "H", "H", "C", "O", "N", "N", "H", "H", "H", "H"],
  "positions_angstrom": [[-0.708, -0.173, 0.771], [-0.220, -1.075, 1.462], [-2.026, 0.169, 0.855], [0.017, 0.561, -0.107], [-2.567, -0.176, 1.623], [-2.440, 0.826, 0.221], [1.008, 0.546, 0.080], [-0.386, 1.137, -0.851], [2.309, -3.814, 1.824], [2.688, -4.809, 2.445], [1.029, -3.675, 1.383], [3.230, -2.909, 1.357], [0.536, -2.792, 1.359], [0.628, -4.588, 1.559], [2.899, -2.156, 0.784], [4.084, -2.859, 1.877], [-1.068, 3.170, -2.711], [-1.208, 2.322, -1.815], [-1.497, 2.967, -3.983], [-0.631, 4.423, -2.431], [-1.542, 3.691, -4.676], [-2.161, 2.212, -4.077], [-0.843, 5.209, -3.015], [-0.346, 4.586, -1.480], [2.213, -2.657, -2.224], [2.484, -3.815, -1.942], [3.173, -1.705, -2.419], [0.949, -2.167, -2.036], [4.115, -1.958, -2.183], [2.963, -0.745, -2.603], [0.405, -2.875, -1.565], [0.637, -1.219, -2.090], [-5.120, 3.457, -1.574], [-6.056, 3.881, -0.915], [-4.069, 2.767, -1.020], [-4.981, 3.732, -2.911], [-3.167, 2.675, -1.471], [-3.981, 2.902, -0.025], [-5.744, 4.170, -3.388], [-4.066, 3.530, -3.258], [4.104, 0.729, 0.370], [3.504, 1.257, 1.306], [4.123, 1.300, -0.853], [4.902, -0.361, 0.572], [4.412, 0.829, -1.694], [3.333, 1.911, -0.994], [5.200, -0.536, 1.517], [5.576, -0.660, -0.113], [-1.435, -2.265, 5.031], [-0.269, -2.461, 5.325], [-2.513, -2.632, 5.804], [-1.796, -1.688, 3.852], [-3.414, -2.296, 5.528], [-2.413, -2.997, 6.731], [-2.752, -1.612, 3.562], [-1.100, -1.288, 3.228]],
  "atomic_forces_ev_per_a": [[-0.096, -0.277, 0.259], [-0.243, 0.903, -0.162], [-0.053, -0.131, -0.122], [0.483, -0.234, -0.366], [-0.087, -0.215, -0.114], [0.003, 0.152, 0.071], [-0.016, -0.041, -0.241], [0.257, -0.099, 0.804], [1.468, -0.909, -0.227], [-0.419, 0.628, -0.110], [0.350, -0.872, -0.050], [-0.736, 0.074, 0.212], [-0.063, -0.220, 0.130], [-0.983, 0.657, 0.047], [0.300, 0.270, 0.163], [0.059, 0.181, -0.107], [-0.991, 0.790, 0.748], [0.262, 0.361, -1.055], [-0.389, -0.695, -0.025], [0.470, -0.352, 0.199], [0.156, 0.140, 0.059], [0.300, -0.113, -0.207], [0.105, 0.038, -0.084], [-0.052, 0.102, -0.044], [0.120, -0.158, 2.295], [-0.039, 0.585, -0.961], [0.697, 0.190, -0.691], [-0.376, -1.168, -0.503], [-0.029, -0.144, -0.218], [-0.159, 0.033, 0.061], [-0.409, 0.401, -0.105], [0.158, 0.134, 0.165], [-0.458, 1.368, 0.363], [0.169, -0.611, -0.225], [0.379, -0.319, 0.455], [0.371, -0.786, 0.883], [-0.251, 0.012, -0.116], [-0.246, -0.007, -0.012], [0.200, 0.107, -0.251], [-0.227, 0.247, -0.948], [0.544, 0.419, 2.327], [-0.131, -0.514, -0.837], [-0.717, 0.523, -1.511], [0.372, -0.454, -0.315], [0.206, -0.249, 0.226], [0.211, 0.151, 0.033], [-0.339, 0.120, 0.135], [-0.098, 0.150, -0.163], [0.692, -0.305, 0.156], [-0.497, 0.106, 0.264], [-0.225, 0.031, -0.240], [-0.103, 0.647, -0.597], [-0.180, -0.030, 0.214], [0.331, 0.011, -0.020], [-0.106, -0.114, 0.141], [0.055, -0.517, 0.216]]
}



# 2
{
  "formula": "C7H28N5O10",
  "method": "ωB97M-V/def2-TZVPD",
  "lumo_ev": 2.759,
  "de_lowest_kj_mol": 0.0,
  "charge": -1,
  "orbital_gap_ev": 9.88,
  "species": ["N", "O", "O", "O", "C", "O", "H", "H", "H", "H", "C", "O", "H", "H", "H", "H", "C", "O", "H", "H", "H", "H", "C", "O", "H", "H", "H", "H", "C", "O", "H", "H", "H", "H", "C", "O", "N", "N", "H", "H", "H", "H", "C", "O", "N", "N", "H", "H", "H", "H"],
  "positions_angstrom": [[-0.195, -0.141, 0.019], [1.062, -0.205, -0.064], [-0.852, 0.415, -0.892], [-0.749, -0.493, 1.081], [4.827, 2.079, -1.975], [3.590, 2.495, -1.461], [5.408, 1.453, -1.281], [4.830, 1.531, -2.921], [5.502, 2.935, -2.063], [3.174, 1.707, -1.091], [-3.894, 1.087, 1.201], [-3.040, 1.336, 2.294], [-4.477, 0.184, 1.393], [-4.504, 1.969, 1.012], [-3.275, 0.952, 0.309], [-2.261, 0.777, 2.325], [3.085, -1.664, -2.109], [1.735, -1.581, -2.545], [3.251, -1.974, -1.073], [3.512, -2.360, -2.830], [3.601, -0.695, -2.157], [1.228, -1.163, -1.831], [-2.134, -2.864, 3.320], [-3.044, -2.008, 3.979], [-2.066, -2.670, 2.243], [-1.098, -2.711, 3.647], [-2.419, -3.892, 3.528], [-2.634, -1.170, 4.197], [-3.346, -0.139, -3.557], [-2.484, -1.123, -2.986], [-4.287, -0.624, -3.814], [-3.581, 0.603, -2.785], [-2.834, 0.337, -4.397], [-1.951, -0.687, -2.313], [2.455, -2.631, 2.231], [3.351, -3.353, 2.670], [2.515, -1.283, 2.267], [1.341, -3.119, 1.622], [3.243, -0.848, 2.803], [1.829, -0.667, 1.859], [0.543, -2.566, 1.358], [1.276, -4.119, 1.561], [-0.841, 3.936, -0.319], [-0.983, 5.129, -0.054], [-1.869, 3.098, -0.655], [0.323, 3.238, -0.182], [-1.655, 2.117, -0.576], [-2.804, 3.440, -0.546], [0.392, 2.290, -0.513], [1.204, 3.643, 0.073]],
  "atomic_forces_ev_per_a": [[0.345, 1.146, 1.182], [-0.692, -0.249, -0.371], [0.153, -0.691, -0.070], [0.073, -0.340, -0.610], [1.647, -0.091, 0.424], [-0.081, -0.397, -0.017], [-0.445, -0.197, 0.160], [-0.529, 0.195, -0.116], [-0.437, 0.269, -0.335], [-0.240, 0.145, -0.076], [1.141, -0.492, -0.348], [-0.268, 0.906, 1.005], [-0.307, 0.130, -0.242], [-0.212, -0.062, 0.364], [-0.289, -0.306, -0.126], [-0.030, -0.321, -0.715], [-0.129, 0.294, -0.407], [0.025, 0.074, 0.668], [-0.437, -0.479, -0.075], [0.556, 0.007, 0.318], [-0.048, 0.020, -0.391], [0.131, 0.116, -0.145], [0.908, 0.377, -0.206], [-0.363, -0.102, 0.161], [-0.480, -0.130, -0.043], [-0.124, -0.129, 0.343], [-0.072, -0.020, -0.117], [0.116, 0.038, -0.182], [0.484, -0.189, 1.008], [-0.298, -0.101, -0.145], [0.121, 0.024, -0.397], [-0.032, 0.204, -0.280], [-0.398, 0.072, -0.162], [0.174, 0.033, 0.061], [0.405, -0.244, -0.035], [-0.427, 0.159, -0.075], [0.224, 1.090, 0.447], [-0.281, -0.672, -0.126], [0.122, -0.270, -0.008], [-0.139, -0.343, -0.248], [0.147, 0.259, 0.049], [-0.004, 0.043, 0.001], [-0.405, 0.458, 1.086], [0.276, -0.585, -0.466], [0.216, 0.301, -0.436], [0.815, -0.363, -0.076], [-0.519, -0.143, -0.099], [0.011, 0.006, 0.091], [-0.165, -0.011, -0.131], [-0.239, 0.561, -0.094]]
}



# 3
{
  "formula": "C7H28NO6",
  "method": "ωB97M-V/def2-TZVPD",
  "lumo_ev": -2.329,
  "de_lowest_kj_mol": 328.4,
  "charge": 1,
  "orbital_gap_ev": 9.00,
  "species": ["C", "C", "C", "C", "C", "C", "C", "N", "H", "H", "H", "H", "H", "H", "H", "H", "H", "H", "H", "H", "H", "H", "H", "H", "H", "H", "O", "H", "H", "O", "H", "H", "O", "H", "H", "O", "H", "H", "O", "H", "H", "O"],
  "positions_angstrom": [[-0.503, -0.628, -2.177], [-0.604, -0.388, -0.681], [-0.708, 1.163, -0.316], [0.528, 2.028, -0.579], [2.394, 2.973, 2.576], [1.712, 2.087, 1.507], [1.052, 2.765, 0.470], [-1.853, -1.298, -0.165], [0.260, -0.022, -2.720], [-1.374, -0.379, -2.756], [-0.225, -1.689, -2.231], [0.403, -0.850, -0.307], [-1.587, 1.452, -0.951], [-1.129, 1.425, 0.718], [0.197, 2.739, -1.298], [1.326, 1.507, -1.067], [2.607, 2.517, 3.476], [3.281, 3.258, 2.095], [1.899, 3.913, 2.709], [1.824, 1.133, 1.595], [1.061, 3.847, 0.402], [-1.473, -2.137, 0.185], [-2.045, -0.627, 0.688], [-2.663, -1.205, -0.867], [2.475, 0.588, -0.383], [3.290, -0.114, -1.749], [2.618, -0.264, -1.011], [-0.071, -2.117, 4.413], [1.091, -0.966, 4.293], [0.247, -1.367, 3.961], [2.745, 0.132, -4.694], [2.918, -1.132, -4.046], [2.608, -0.312, -3.923], [-1.550, -4.454, -0.501], [-1.838, -5.049, 0.738], [-2.014, -4.222, 0.265], [-4.028, -1.123, -2.965], [-4.895, -1.503, -1.624], [-4.047, -1.546, -2.048], [-1.880, -0.153, 3.404], [-0.603, -0.106, 2.933], [-1.443, 0.122, 2.631]],
  "atomic_forces_ev_per_a": [[1.009, 0.115, -0.323], [1.866, 0.018, 0.150], [-2.723, -1.170, 0.726], [-2.320, -1.421, -3.616], [-1.212, -0.269, -2.617], [-1.868, 9.691, -1.299], [3.535, -1.157, 5.980], [0.675, 6.647, 0.802], [-0.014, -0.579, 1.016], [-0.933, -0.262, 0.094], [-0.196, 0.227, -0.793], [-2.117, 0.703, 0.060], [0.835, 0.256, 0.106], [0.942, -0.990, -1.111], [-0.219, 0.485, -1.054], [-0.115, -0.562, -0.648], [0.342, -1.023, 1.930], [1.814, 0.320, -0.247], [-0.717, 0.299, 0.299], [0.330, -5.974, 0.174], [-0.036, -0.019, 0.451], [-0.308, -1.827, 0.156], [-0.120, -2.051, -1.191], [1.066, -1.147, 0.888], [1.415, -2.972, -2.571], [-1.433, 0.377, 1.628], [0.391, 2.308, 1.207], [0.125, -1.248, 1.268], [-1.312, -1.307, 0.097], [1.640, 2.359, -1.070], [0.610, 2.068, -3.385], [1.739, -4.829, -0.676], [-2.270, 2.747, 3.981], [0.976, -0.048, -2.463], [-0.455, 0.332, 0.667], [-0.432, -0.240, 1.729], [-0.650, -0.829, 2.054], [-0.839, 0.263, -0.293], [1.567, 0.673, -1.652], [-1.784, -0.387, 1.488], [2.825, -0.642, 0.201], [-1.629, 1.068, -2.142]]
}



# 4
{
  "formula": "C7H28O7",
  "method": "ωB97M-V/def2-TZVPD",
  "lumo_ev": 0.423,
  "de_lowest_kj_mol": 391.5,
  "smiles": "CO.CO.CO.CO.CO.CO.CO",
  "charge": 0,
  "orbital_gap_ev": 10.16,
  "species": ["C", "O", "H", "H", "H", "H", "C", "O", "H", "H", "H", "H", "C", "O", "H", "H", "H", "H", "C", "O", "H", "H", "H", "H", "C", "O", "H", "H", "H", "H", "C", "O", "H", "H", "H", "H", "C", "O", "H", "H", "H", "H"],
  "positions_angstrom": [[-6.997, -2.255, 11.558], [-6.468, -3.113, 12.463], [-6.309, -1.411, 11.512], [-6.948, -2.729, 10.578], [-8.014, -1.939, 11.791], [-6.304, -2.629, 13.276], [-5.269, -5.245, 18.002], [-5.612, -6.389, 18.703], [-4.555, -5.592, 17.255], [-6.209, -4.973, 17.522], [-4.765, -4.511, 18.632], [-4.818, -6.794, 19.059], [-3.920, -6.284, 13.132], [-3.330, -7.226, 14.039], [-3.832, -6.652, 12.110], [-4.954, -6.097, 13.422], [-3.436, -5.308, 13.134], [-3.838, -8.041, 14.038], [-4.528, -2.425, 15.219], [-5.366, -1.581, 14.434], [-4.160, -3.206, 14.554], [-3.664, -1.886, 15.607], [-5.087, -2.874, 16.041], [-4.825, -1.064, 13.832], [-6.545, -0.642, 17.773], [-5.815, -1.203, 18.850], [-6.954, -1.468, 17.191], [-7.400, -0.047, 18.094], [-5.880, -0.043, 17.150], [-6.367, -1.578, 19.540], [-2.429, -0.210, 12.789], [-3.819, -0.297, 12.531], [-1.881, -0.221, 11.847], [-2.171, 0.692, 13.344], [-1.988, -1.053, 13.320], [-3.926, -0.162, 11.586], [-6.508, 1.801, 11.909], [-7.679, 2.537, 12.095], [-6.360, 1.042, 12.677], [-6.511, 1.250, 10.969], [-5.631, 2.444, 11.829], [-8.390, 2.157, 11.573]],
  "atomic_forces_ev_per_a": [[0.339, 0.955, -1.234], [0.263, -2.211, 1.173], [-0.343, 0.779, -0.340], [-0.347, -0.006, -0.098], [-0.173, 0.155, -0.107], [0.280, 0.223, 0.480], [0.574, -0.584, -0.842], [-0.550, -1.341, 1.460], [0.109, 0.681, -0.612], [0.356, 0.816, 0.013], [-0.460, 0.496, -0.088], [-0.030, -0.044, 0.039], [-0.283, -0.481, 0.092], [0.426, 0.738, -0.002], [-0.316, -0.023, -0.112], [-0.166, -0.047, -0.313], [0.450, -0.275, 0.503], [-0.137, 0.128, -0.157], [0.233, -0.019, -0.760], [-0.662, -0.023, 0.991], [0.153, -0.375, 0.222], [-0.050, 0.091, 0.214], [-0.078, 0.202, -0.118], [0.282, 0.142, -0.351], [-0.577, -0.774, 0.132], [0.821, 0.337, 0.248], [-0.030, 0.115, -0.467], [0.104, 0.275, 0.144], [0.013, -0.116, 0.189], [-0.319, 0.127, -0.286], [1.091, 0.118, -0.371], [0.118, -0.101, 0.063], [0.066, 0.310, -0.070], [-0.161, 0.099, -0.048], [-0.674, -0.277, 0.297], [-0.317, -0.081, 0.090], [0.566, -0.841, -0.605], [-0.426, 0.541, 0.104], [0.076, 0.160, 0.320], [-0.171, -0.085, -0.269], [-0.115, 0.249, 0.403], [0.067, -0.032, 0.072]]
}



# 5
{
  "formula": "C7H29NO7",
  "method": "ωB97M-V/def2-TZVPD",
  "lumo_ev": 0.120,
  "de_lowest_kj_mol": 233.8,
  "smiles": "C=C(CC)C[C@@H](C)N.O.O.O.O.O.O.O",
  "charge": 0,
  "orbital_gap_ev": 9.50,
  "species": ["C", "C", "C", "C", "C", "C", "C", "N", "H", "H", "H", "H", "H", "H", "H", "H", "H", "H", "H", "H", "H", "H", "H", "H", "H", "O", "H", "H", "O", "H", "H", "O", "H", "H", "O", "H", "H", "O", "H", "H", "O", "H", "H", "O"],
  "positions_angstrom": [[2.274, -1.197, 0.914], [1.949, 0.038, 0.105], [0.654, 0.819, 0.482], [-0.698, 0.218, 0.138], [-0.963, -1.014, -0.311], [-1.829, 1.144, 0.424], [-2.258, 0.866, 1.909], [1.889, -0.287, -1.352], [3.352, -1.143, 1.060], [1.802, -1.114, 1.940], [1.942, -2.177, 0.567], [2.735, 0.798, 0.234], [0.651, 0.878, 1.567], [0.534, 1.812, 0.038], [-1.991, -1.355, -0.463], [-0.237, -1.786, -0.467], [-1.539, 2.204, 0.404], [-2.718, 1.117, -0.285], [-2.415, 1.775, 2.463], [-3.011, 0.098, 2.038], [-1.376, 0.541, 2.491], [1.407, -1.174, -1.418], [2.896, -0.395, -1.561], [-0.484, -3.622, 1.987], [0.883, -3.627, 2.504], [0.231, -2.994, 2.159], [0.169, 4.390, -1.272], [-0.814, 4.738, -0.147], [-0.669, 4.126, -0.876], [-0.289, -0.802, -3.864], [-0.954, -1.803, -2.943], [-1.147, -1.195, -3.667], [1.225, 0.704, 3.155], [0.889, 2.213, 3.450], [1.454, 1.476, 3.689], [0.559, 2.022, -1.947], [2.122, 2.231, -1.772], [1.263, 2.657, -1.787], [0.008, -3.795, 0.133], [0.918, -4.319, -0.952], [0.526, -4.573, -0.106], [-2.568, -0.040, -2.534], [-3.011, 1.059, -3.412], [-3.359, 0.488, -2.716]],
  "atomic_forces_ev_per_a": [[-0.164, 0.678, 2.325], [-1.782, 1.043, -1.194], [-0.700, -1.381, -0.057], [0.070, -0.801, -0.817], [-0.500, 0.214, 0.126], [-1.727, 0.761, 0.817], [1.501, 0.061, 0.050], [1.526, 0.720, 0.511], [0.085, -0.684, 0.074], [0.642, -0.096, -0.967], [0.088, 0.367, -0.433], [-0.005, -0.378, -0.026], [-0.101, 0.519, -0.060], [0.989, -0.062, 0.449], [0.159, 0.318, -0.030], [0.542, -0.123, 0.073], [0.333, -0.398, -0.234], [1.164, -0.489, 0.798], [-1.154, 0.491, -0.064], [-0.283, 0.161, -0.027], [-0.137, -0.482, -0.474], [0.332, -0.084, -0.347], [-0.962, -0.544, -0.548], [-0.351, 0.359, 0.164], [0.179, 0.480, -0.098], [-0.168, -0.884, 0.387], [0.067, -0.265, 0.028], [-0.054, 0.029, -0.100], [-0.312, 0.358, 0.233], [-0.065, 0.062, -0.001], [-0.101, 0.037, -0.011], [0.288, -0.089, 0.043], [-0.128, 0.443, 0.243], [-0.208, -0.174, -0.260], [0.471, -0.255, 0.413], [0.469, -0.375, -0.071], [-0.345, -0.587, -0.224], [0.262, 1.140, -0.356], [0.181, -0.016, 0.098], [-0.006, -0.287, 0.101], [0.005, 0.157, -0.508], [-0.188, -0.171, -0.010], [-0.335, 0.081, -0.009], [0.425, 0.147, -0.006]]
}